{"formula": "C28H32N4O4S", "method": "ωB97M-V/def2-TZVPD", "e_homo_ev": -8.00, "e_above_lowest_ev": 0.1255, "largest_force_ev_per_a": 1.00, "orbital_gap_ha": 0.305, "species": ["C", "C", "C", "C", "C", "C", "C", "N", "C", "O", "C", "N", "C", "O", "C", "C", "C", "C", "C", "C", "H", "H", "H", "S", "O", "O", "N", "C", "H", "C", "N", "C", "C", "C", "C", "C", "C", "H", "H", "H", "H", "H", "C", "H", "C", "H", "H", "H", "H", "H", "H", "H", "C", "H", "H", "H", "H", "H", "H", "C", "H", "H", "H", "H", "H", "H", "H", "H", "H"], "coordinates": [[6.05026, -2.55832, -0.96450], [5.60069, -2.10747, 0.38890], [6.01866, -2.78128, 1.52963], [5.63791, -2.35734, 2.78806], [4.82800, -1.24432, 2.92636], [4.38074, -0.55256, 1.81160], [4.76760, -0.99834, 0.54350], [4.32418, -0.26699, -0.58614], [3.59876, -0.75957, -1.60659], [3.24274, -1.91152, -1.73826], [3.20128, 0.33342, -2.61700], [2.06235, 1.07945, -2.10656], [2.30063, 2.10743, -1.27071], [3.43923, 2.45603, -0.98287], [1.12159, 2.81522, -0.68105], [0.27346, 2.15451, 0.20053], [-0.75821, 2.84961, 0.79613], [-0.96817, 4.19085, 0.54546], [-0.10962, 4.85583, -0.31742], [0.93316, 4.17298, -0.92118], [1.61191, 4.68786, -1.58428], [-0.25064, 5.90711, -0.51589], [-1.79174, 4.68878, 1.03234], [-1.81971, 1.92458, 1.90186], [-2.94483, 2.73580, 2.27148], [-1.02259, 1.34091, 2.93742], [-2.27261, 0.68302, 0.85666], [-3.26201, 1.10378, -0.11136], [-2.91026, 2.03255, -0.56615], [-3.42555, 0.00320, -1.17090], [-3.79486, -1.25252, -0.55654], [-5.14486, -1.54963, -0.36624], [-6.04367, -1.36309, -1.42259], [-7.37539, -1.70085, -1.29587], [-7.85529, -2.24826, -0.11775], [-6.97535, -2.45641, 0.92821], [-5.64097, -2.11203, 0.81218], [-4.99454, -2.28033, 1.65891], [-7.32901, -2.88490, 1.85482], [-8.89690, -2.51251, -0.01997], [-8.04321, -1.54369, -2.13048], [-5.69313, -0.96966, -2.36477], [-2.81264, -1.63163, 0.43488], [-3.07955, -2.59024, 0.87708], [-2.64836, -0.55560, 1.51394], [-1.85118, -0.80453, 2.21430], [-3.58700, -0.42654, 2.07110], [-1.85618, -1.74922, -0.08635], [-4.17741, 0.31342, -1.89340], [-2.47063, -0.13760, -1.68922], [-4.22786, 1.29817, 0.37737], [0.39938, 1.11095, 0.44255], [0.76497, 0.56320, -2.46701], [0.68395, 0.51472, -3.55579], [-0.02396, 1.20476, -2.08362], [0.64082, -0.44668, -2.06757], [2.92390, -0.13729, -3.56070], [4.03230, 1.02593, -2.77067], [4.38863, 0.74531, -0.51736], [3.47742, 0.63522, 1.95588], [2.52362, 0.44840, 1.46260], [3.91469, 1.52638, 1.50475], [3.28091, 0.84168, 3.00425], [4.53062, -0.91105, 3.90973], [5.97552, -2.89132, 3.66374], [6.65880, -3.64486, 1.42374], [6.86150, -3.27637, -0.87820], [5.22097, -3.02611, -1.49474], [6.38671, -1.71044, -1.56030]], "forces_ev_per_angstrom": [[-0.08, -0.10, -0.03], [-0.03, 0.06, -0.04], [-0.04, 0.02, 0.03], [0.01, -0.03, 0.04], [0.03, 0.00, -0.03], [-0.01, -0.06, -0.09], [0.04, -0.33, 0.32], [0.41, 0.35, 0.48], [-0.27, 0.36, -0.62], [-0.12, -0.24, 0.00], [0.31, -0.12, 0.09], [0.10, -0.06, -0.11], [-0.10, 0.07, -0.01], [0.17, 0.23, 0.06], [-0.15, 0.05, 0.37], [0.31, 0.10, -0.17], [-0.39, -0.23, 0.28], [-0.14, 0.01, 0.13], [0.03, -0.04, 0.00], [0.01, -0.10, -0.01], [0.07, 0.06, -0.05], [-0.02, 0.08, -0.01], [-0.10, 0.12, 0.01], [0.03, -0.10, -0.39], [0.03, 0.11, -0.25], [0.16, -0.21, -0.06], [0.47, 0.69, 0.56], [-0.36, 0.15, -0.55], [-0.14, -0.01, -0.14], [0.04, 0.39, 0.10], [0.24, -0.12, -0.09], [-0.30, -0.20, -0.04], [0.01, 0.11, -0.03], [-0.01, 0.05, 0.01], [-0.11, -0.07, 0.08], [-0.16, -0.03, -0.05], [0.22, 0.06, 0.03], [0.08, 0.01, 0.06], [-0.02, -0.03, 0.07], [-0.09, -0.03, 0.01], [-0.04, 0.01, -0.07], [0.05, 0.00, -0.08], [0.02, 0.14, 0.24], [0.06, 0.03, 0.00], [0.06, -0.50, 0.37], [-0.11, -0.16, 0.00], [0.04, -0.08, -0.01], [-0.01, -0.04, 0.09], [0.09, -0.01, 0.01], [-0.05, 0.06, -0.05], [0.06, 0.01, -0.08], [0.10, -0.18, -0.09], [-0.35, -0.15, -0.11], [-0.03, -0.01, 0.04], [0.03, -0.08, -0.08], [-0.07, 0.01, -0.01], [0.02, 0.00, 0.14], [-0.11, -0.08, -0.04], [-0.06, -0.10, -0.21], [0.07, 0.00, 0.00], [-0.09, 0.05, -0.05], [-0.07, 0.10, 0.00], [-0.03, 0.03, 0.05], [-0.04, 0.05, 0.09], [0.03, -0.05, 0.08], [0.07, -0.08, -0.03], [0.09, -0.01, -0.01], [0.06, -0.01, -0.06], [0.05, 0.02, -0.08]], "mulliken_charge": [-1.51, 0.96, -0.81, -0.79, -0.97, 0.94, 0.18, 0.03, 0.69, -0.64, -1.37, 0.24, 0.59, -0.75, -0.27, -0.12, -0.30, -0.19, -0.95, -0.37, 0.53, 0.40, 0.57, 1.39, -0.74, -0.73, 0.19, -0.60, 0.59, -1.17, 0.09, 0.93, -0.22, -0.63, -0.47, -0.84, -0.38, 0.25, 0.36, 0.39, 0.36, 0.43, -1.35, 0.60, -0.46, 0.49, 0.35, 0.35, 0.44, 0.19, 0.27, 0.57, -1.11, 0.37, 0.41, 0.35, 0.50, 0.40, 0.30, -1.02, 0.13, 0.32, 0.42, 0.38, 0.38, 0.38, 0.44, 0.29, 0.33]}